The following is a DFT calculation (wB97M-V/def2-TZVPD) of an isolated ion of composition C22H28NO and charge +1.

Each line ends with the Löwdin charge.
Positions of all 52 atoms, in Å:
C (0.6460, -4.3367, 4.4841)  -0.048
C (-0.5253, -3.3820, 4.3229)  -0.173
N (-0.2052, -2.2715, 3.3808)  -0.077
C (-0.3590, -2.7349, 1.9650)  -0.106
C (0.3738, -1.9177, 1.0228)  0.013
C (0.9942, -1.2944, 0.2063)  0.018
C (1.6342, -0.4810, -0.7946)  -0.090
C (0.5557, 0.1185, -1.7315)  -0.427
O (-0.0121, -0.9957, -2.4016)  0.022
C (-0.4729, 0.8400, -0.8663)  -0.187
C (-0.1575, 2.0663, -0.2929)  -0.022
C (-1.0789, 2.7215, 0.5038)  -0.070
C (-2.3246, 2.1604, 0.7346)  -0.089
C (-2.6424, 0.9382, 0.1677)  -0.092
C (-1.7184, 0.2780, -0.6248)  -0.032
C (1.1248, 1.0968, -2.7494)  -0.165
C (0.2103, 1.7948, -3.5353)  -0.030
C (0.6412, 2.6741, -4.5102)  -0.061
C (1.9967, 2.8685, -4.7164)  -0.073
C (2.9112, 2.1768, -3.9432)  -0.065
C (2.4809, 1.2936, -2.9660)  -0.025
C (-0.9401, -0.9929, 3.7191)  -0.338
C (-2.4031, -1.0422, 3.3090)  -0.024
C (-0.2352, 0.2095, 3.1107)  -0.026
H (0.3759, -5.1150, 5.1923)  0.095
H (1.5192, -3.8194, 4.8765)  0.090
H (0.9184, -4.8233, 3.5511)  0.080
H (-0.7708, -2.9542, 5.2967)  0.134
H (-1.4051, -3.9095, 3.9508)  0.137
H (0.7915, -2.0514, 3.4982)  0.180
H (-1.4207, -2.7416, 1.7125)  0.138
H (0.0161, -3.7602, 1.9053)  0.136
H (2.3036, -1.1086, -1.3852)  0.141
H (2.1971, 0.3184, -0.3103)  0.139
H (-0.4997, -0.6808, -3.1712)  0.111
H (0.8043, 2.5179, -0.4879)  0.127
H (-0.8285, 3.6782, 0.9360)  0.109
H (-3.0483, 2.6797, 1.3443)  0.106
H (-3.6191, 0.5047, 0.3288)  0.107
H (-1.9589, -0.6765, -1.0697)  0.119
H (-0.8506, 1.6567, -3.3717)  0.125
H (-0.0821, 3.2079, -5.1075)  0.109
H (2.3370, 3.5547, -5.4762)  0.108
H (3.9696, 2.3204, -4.0996)  0.108
H (3.2199, 0.7653, -2.3844)  0.107
H (-0.8775, -0.9120, 4.8101)  0.148
H (-2.9199, -0.2120, 3.7824)  0.103
H (-2.8887, -1.9588, 3.6338)  0.088
H (-2.5167, -0.9199, 2.2350)  0.068
H (-0.6881, 1.1164, 3.5015)  0.100
H (-0.3339, 0.2276, 2.0297)  0.056
H (0.8212, 0.2269, 3.3708)  0.096

Properties
Molecular weight (g/mol): 322.47
Kohn-Sham gap (hartree): 0.333
ΔE to the lowest compared entry with this formula, charge and spin (eV): 0.099
2S+1: 1
Total charge: +1
HOMO level (eV): -11.39
Electronic energy (Eh): -984.83568
E_LUMO (eV): -2.32
SMILES string: CC[N@@H+](CC#CCC(O)(c1ccccc1)c1ccccc1)C(C)C


The following is a DFT calculation (wB97M-V/def2-TZVPD) of C22H29Br2CdN4OSTe as an isolated structure.

Each line ends with the Löwdin charge.
Positions of all 61 atoms, in Å:
Cd (0.3022, -0.2333, -0.6783)  1.133
Br (5.1196, -4.4315, -3.6014)  0.813
C (3.9504, -3.0513, -3.0651)  -0.661
C (2.7840, -2.8093, -3.7724)  -0.087
C (1.9417, -1.8153, -3.3039)  -0.150
N (2.2040, -1.0850, -2.2244)  0.038
C (3.3470, -1.2960, -1.5761)  -0.232
C (4.2515, -2.2795, -1.9549)  -0.048
C (3.6124, -0.4274, -0.4054)  -0.221
C (4.9050, -0.0054, -0.1323)  -0.047
C (5.1168, 0.8013, 0.9736)  -0.660
Br (6.8472, 1.4389, 1.3598)  0.821
C (4.0462, 1.1397, 1.7823)  -0.081
C (2.7890, 0.6831, 1.4256)  -0.119
N (2.5636, -0.0659, 0.3436)  0.043
H (2.5337, -3.3844, -4.6522)  0.114
H (1.0155, -1.5890, -3.8207)  0.070
H (5.1560, -2.4561, -1.3903)  0.116
H (5.7258, -0.2776, -0.7802)  0.117
H (4.1832, 1.7524, 2.6615)  0.112
H (1.9227, 0.9504, 2.0149)  0.085
C (-0.5433, -4.1051, -1.9847)  -0.250
S (-1.0162, -3.7348, -0.2767)  0.872
C (-2.7769, -3.4843, -0.6080)  -0.235
O (-0.4548, -2.3755, 0.0260)  -0.712
H (-0.9942, -5.0531, -2.2787)  0.065
H (0.5412, -4.1950, -2.0055)  0.042
H (-0.8761, -3.2977, -2.6361)  0.030
H (-3.2100, -4.4547, -0.8522)  0.066
H (-2.9043, -2.7763, -1.4249)  0.039
H (-3.2298, -3.0912, 0.3004)  0.056
C (-1.8598, 3.7234, 2.3985)  -0.034
C (-0.4033, 3.2929, 2.6241)  -0.634
C (0.5445, 4.3896, 2.1378)  -0.046
C (-0.1612, 3.0084, 4.1039)  -0.043
N (-0.0894, 2.0267, 1.9193)  -0.100
N (-0.0855, 2.0994, 0.4927)  -0.043
H (-1.9984, 4.7701, 2.6700)  0.092
H (-2.5440, 3.1222, 2.9996)  0.085
H (-2.1465, 3.6236, 1.3483)  0.072
H (0.5043, 5.2327, 2.8258)  0.092
H (0.2556, 4.7578, 1.1519)  0.082
H (1.5767, 4.0319, 2.1034)  0.082
H (-0.3577, 3.9021, 4.6957)  0.093
H (0.8717, 2.6995, 4.2702)  0.082
H (-0.8221, 2.2144, 4.4585)  0.084
H (-0.7907, 1.3413, 2.1771)  0.107
H (0.7110, 2.6630, 0.2187)  0.073
H (-0.9152, 2.5837, 0.1513)  0.065
Te (-1.3918, 0.1359, -2.6777)  0.661
C (-3.1490, -0.1741, -1.5162)  -0.707
C (-4.3379, -0.4569, -2.1836)  -0.176
C (-5.5104, -0.6680, -1.4729)  -0.079
C (-5.5110, -0.5952, -0.0866)  -0.086
C (-4.3299, -0.3139, 0.5830)  -0.099
C (-3.1551, -0.1061, -0.1261)  -0.206
H (-4.3432, -0.5114, -3.2656)  0.091
H (-6.4275, -0.8882, -2.0038)  0.109
H (-6.4286, -0.7471, 0.4657)  0.106
H (-4.3224, -0.2542, 1.6647)  0.106
H (-2.2362, 0.1056, 0.4090)  0.041

Properties
Molecular weight (g/mol): 797.39
Kohn-Sham gap (hartree): 0.250
2S+1: 1
Total charge: +1
HOMO level (eV): -9.90
Electronic energy (Eh): -7131.76049
E_LUMO (eV): -3.09


The following is a DFT calculation (wB97M-V/def2-TZVPD) of a 6-piece molecular cluster, C22H29Br2N5 overall at a distorted geometry.

Each line ends with the Löwdin charge.
Positions of all 58 atoms, in Å:
C (0.2944, -3.9884, 1.8505)  -0.071
C (1.3690, -4.6150, 1.1500)  -0.104
C (2.1921, -3.6193, 0.5695)  -0.156
N (1.7098, -2.4202, 0.8813)  0.020
C (0.5592, -2.6438, 1.6284)  -0.153
H (-0.4664, -4.4936, 2.3932)  0.079
H (1.6114, -5.6410, 0.9452)  0.078
H (3.1786, -3.7075, 0.1253)  0.109
H (2.1556, -1.5301, 0.8696)  0.098
H (0.0818, -1.7123, 1.8989)  0.077
C (-1.3100, 2.6291, -6.4814)  -0.132
C (-2.6386, 2.9871, -6.1100)  -0.114
C (-2.8815, 2.2750, -4.9492)  -0.150
N (-1.7626, 1.5868, -4.6020)  0.028
C (-0.8194, 1.8004, -5.5186)  -0.188
H (-0.8338, 2.9936, -7.4272)  0.112
H (-3.3260, 3.6224, -6.6450)  0.092
H (-3.7604, 2.2246, -4.3309)  0.109
H (-1.6517, 1.0512, -3.7613)  0.080
H (0.1582, 1.3046, -5.4685)  0.124
C (4.8289, -0.6512, 1.7469)  -0.123
C (3.9488, 0.4114, 1.5970)  -0.108
C (3.0328, 0.2469, 2.6350)  -0.169
N (3.3765, -0.8133, 3.3577)  0.001
C (4.4616, -1.4113, 2.8660)  -0.123
H (5.6946, -0.8742, 1.1140)  0.098
H (4.0266, 1.2749, 0.9504)  0.096
H (2.2141, 0.8670, 2.9043)  0.102
H (2.7101, -1.1768, 4.0022)  0.149
H (4.8723, -2.2821, 3.3392)  0.110
C (-0.7694, 4.1371, -1.6110)  -0.109
C (0.5176, 3.7827, -2.1721)  -0.129
C (0.4334, 4.0184, -3.5085)  -0.144
N (-0.8783, 4.3287, -3.8061)  0.015
C (-1.6047, 4.4491, -2.6574)  -0.135
H (-1.0561, 4.0215, -0.5952)  0.070
H (1.4538, 3.5762, -1.6427)  0.096
H (1.1384, 3.8753, -4.3643)  0.128
H (-1.2167, 4.3801, -4.7159)  0.081
H (-2.6358, 4.7782, -2.6310)  0.112
C (-2.4941, -2.1831, 3.9583)  -0.114
C (-2.9217, -3.4797, 4.4951)  -0.090
C (-2.1506, -3.6674, 5.6129)  -0.158
N (-1.3750, -2.5697, 5.7995)  -0.018
C (-1.5477, -1.6352, 4.8078)  -0.146
H (-2.9368, -1.6290, 3.1096)  0.080
H (-3.7610, -4.0848, 4.2026)  0.085
H (-2.1560, -4.4359, 6.3528)  0.102
H (-0.7261, -2.4171, 6.5715)  0.151
H (-1.1250, -0.6373, 4.8649)  0.102
Br (-1.6612, 1.1094, 1.5857)  0.591
C (-1.5818, 0.1744, -0.1459)  -0.687
C (-0.2182, 0.3124, -0.7920)  -0.669
Br (-0.1892, -0.8824, -2.3444)  0.660
H (-2.3572, 0.5352, -0.8644)  0.070
H (-1.7678, -0.8441, 0.2156)  0.034
H (0.5397, -0.0302, -0.1017)  0.019
H (0.0217, 1.3226, -1.1545)  0.035

Properties
Molecular weight (g/mol): 523.32
Kohn-Sham gap (hartree): 0.304
ΔE to the lowest compared entry with this formula, charge and spin (eV): 0.000
2S+1: 1
HOMO level (eV): -7.88
Electronic energy (Eh): -6277.44701
E_LUMO (eV): 0.39
SMILES string: c1cc[nH]c1.c1cc[nH]c1.c1cc[nH]c1.c1cc[nH]c1.c1cc[nH]c1.BrCCBr


The following is a DFT calculation (wB97M-V/def2-TZVPD) of C22H29BrN2O4 in the gas phase.

Each line ends with the Löwdin charge.
Positions of all 58 atoms, in Å:
C (-4.5833, 0.1267, -2.3426)  -0.096
C (-4.9967, -0.4700, -1.0007)  -0.213
C (-3.8232, -0.6132, -0.0258)  -0.356
C (-4.2086, -1.4962, 1.1785)  -0.216
O (-3.1107, -2.1452, 1.7773)  -0.073
N (-3.4467, 0.7033, 0.4578)  -0.018
C (-2.1648, 0.7928, 1.1313)  -0.198
C (-0.9908, 0.3964, 0.2655)  -0.247
C (-0.3377, -0.8111, 0.4793)  0.046
C (0.6763, -1.2530, -0.3522)  -0.211
O (1.3560, -2.4121, -0.0304)  -0.109
C (1.1497, -3.5044, -0.9082)  -0.061
C (1.0563, -0.4839, -1.4636)  -0.200
O (2.0075, -1.0165, -2.3010)  -0.060
C (3.0277, -0.1606, -2.7705)  -0.072
C (3.9400, 0.3383, -1.6419)  -0.480
O (4.6031, 1.3476, -1.7630)  0.058
N (3.9299, -0.4463, -0.5550)  0.097
C (4.6096, -0.1196, 0.6756)  -0.162
C (3.6320, -0.0426, 1.8473)  -0.126
C (2.5922, 1.0495, 1.7806)  -0.215
C (1.5315, 0.9908, 2.6802)  -0.052
C (0.5703, 1.9820, 2.7171)  -0.097
C (0.6426, 3.0489, 1.8368)  -0.119
C (1.6828, 3.1094, 0.9282)  -0.088
C (2.6558, 2.1227, 0.9033)  -0.025
C (0.4358, 0.7372, -1.6728)  -0.036
C (-0.5670, 1.1553, -0.8160)  -0.579
Br (-1.3607, 2.8467, -1.1759)  0.823
H (-5.4365, 0.1560, -3.0156)  0.070
H (-4.2113, 1.1429, -2.2343)  0.054
H (-3.8034, -0.4764, -2.8049)  0.076
H (-5.4320, -1.4557, -1.1771)  0.107
H (-5.7568, 0.1571, -0.5328)  0.119
H (-2.9882, -1.1160, -0.5578)  0.144
H (-4.9574, -2.2381, 0.8698)  0.116
H (-4.6423, -0.8648, 1.9554)  0.129
H (-2.7242, -2.7495, 1.1339)  0.085
H (-3.4877, 1.3777, -0.2978)  0.046
H (-2.1959, 0.1435, 2.0075)  0.117
H (-2.0503, 1.8276, 1.4643)  0.098
H (-0.6112, -1.4161, 1.3303)  0.130
H (0.1028, -3.8253, -0.8891)  0.094
H (1.4316, -3.2548, -1.9337)  0.088
H (1.7812, -4.3091, -0.5364)  0.094
H (2.6407, 0.7046, -3.3174)  0.128
H (3.6190, -0.7658, -3.4636)  0.143
H (3.3325, -1.2622, -0.5365)  0.130
H (5.3566, -0.8936, 0.8877)  0.124
H (5.1304, 0.8270, 0.5204)  0.121
H (4.2144, 0.0948, 2.7636)  0.124
H (3.1152, -1.0037, 1.9328)  0.115
H (1.4685, 0.1593, 3.3681)  0.116
H (-0.2345, 1.9230, 3.4351)  0.106
H (-0.1053, 3.8281, 1.8592)  0.099
H (1.7467, 3.9356, 0.2350)  0.106
H (3.4622, 2.2145, 0.1940)  0.095
H (0.7265, 1.3664, -2.4993)  0.110

Properties
Molecular weight (g/mol): 465.39
Kohn-Sham gap (hartree): 0.336
ΔE to the lowest compared entry with this formula, charge and spin (eV): 0.045
2S+1: 1
HOMO level (eV): -8.62
Electronic energy (Eh): -3840.20983
E_LUMO (eV): 0.52
SMILES string: CC[C@H](CO)NCc1cc(OC)c(OCC(=O)NCCc2ccccc2)cc1Br